The following is a DFT calculation (wB97M-V/def2-TZVPD) of one molecule with the formula C15H25NO2.

Structure (XYZ):
```
43
Properties=species:S:1:pos:R:3:nbo_charge:R:1
C 5.62 2.80 0.00 -0.59
C 5.73 1.44 -0.69 -0.42
C 4.72 0.49 -0.12 0.02
C 5.03 -0.28 1.00 -0.25
C 4.08 -1.13 1.54 -0.18
C 2.81 -1.23 0.99 -0.34
C 2.49 -0.46 -0.13 0.40
O 1.29 -0.47 -0.76 -0.52
C 0.27 -1.32 -0.28 -0.06
C -0.95 -1.14 -1.19 -0.41
C -2.12 -2.03 -0.76 -0.42
C -2.87 -1.53 0.49 -0.22
N -4.13 -0.89 0.12 -0.63
C -3.98 0.43 -0.46 -0.24
C -5.35 1.09 -0.55 -0.07
O -5.81 1.35 0.76 -0.55
C -7.10 1.91 0.79 -0.24
C 3.45 0.39 -0.67 -0.30
H 6.35 3.50 -0.41 0.21
H 5.80 2.70 1.07 0.21
H 4.63 3.22 -0.14 0.21
H 6.73 1.04 -0.55 0.21
H 5.56 1.57 -1.76 0.21
H 6.01 -0.22 1.44 0.21
H 4.32 -1.73 2.41 0.21
H 2.09 -1.90 1.43 0.22
H 0.60 -2.37 -0.31 0.17
H 0.02 -1.06 0.76 0.17
H -1.24 -0.09 -1.18 0.20
H -0.65 -1.39 -2.21 0.21
H -1.74 -3.03 -0.58 0.20
H -2.84 -2.09 -1.57 0.22
H -2.22 -0.85 1.07 0.16
H -3.12 -2.38 1.12 0.20
H -4.71 -0.80 0.94 0.37
H -3.57 0.33 -1.47 0.19
H -3.32 1.08 0.14 0.17
H -6.05 0.43 -1.08 0.17
H -5.28 2.04 -1.12 0.17
H -7.35 2.06 1.83 0.19
H -7.83 1.23 0.33 0.17
H -7.13 2.87 0.26 0.16
H 3.18 0.98 -1.53 0.22
```

For the HOMO energy, the calculation gives -8.4 eV. The lowest unoccupied orbital energy is 0.964 eV. The calculation puts the total energy at -791.7646 Ha. As for the SMILES: CCc1cccc(OCCCCNCCOC)c1. Its charge is 0.